41
Properties=species:S:1:pos:R:3:mulliken_charge:R:1 method="wB97M-V/def2-TZVPD" charge=+1 fmax_ev_per_a=4.5 molar_mass_g_mol=385.7 energy_ha=-3166.651238 e_above_lowest_kcal_mol=0.0
O -0.215 3.025 -5.549 -0.195
C -0.215 2.318 -4.661 0.137
Zn -0.140 0.330 -2.333 2.661
O -0.383 3.327 -1.016 -0.202
C -0.265 2.321 -1.549 -0.127
C -0.218 -1.185 -3.801 -0.113
O -0.241 -2.362 -3.721 -0.419
C 2.029 0.441 -3.021 -0.040
O 3.129 0.233 -3.236 -0.212
C -2.339 0.333 -2.879 -0.036
O -3.465 0.175 -2.977 -0.223
H -0.128 -0.324 -4.601 0.034
C 2.536 0.340 0.352 -1.091
N 1.196 0.811 0.793 0.485
C 1.317 1.777 1.893 -0.882
P -0.036 -0.290 0.664 0.102
O 0.012 -0.869 -0.751 -1.501
N 0.227 -1.662 1.570 0.294
C 0.605 -2.915 0.915 -0.866
C 0.621 -1.563 2.971 -0.886
N -1.554 0.338 0.881 0.411
C -2.676 -0.574 0.556 -0.910
C -1.891 1.298 1.942 -0.882
H 3.106 -0.068 1.207 0.294
H 3.085 1.202 -0.056 0.347
H 2.465 -0.426 -0.431 0.338
H 2.113 2.489 1.624 0.354
H 0.393 2.346 2.036 0.203
H 1.596 1.279 2.840 0.292
H 1.637 -2.885 0.536 0.280
H 0.536 -3.705 1.667 0.392
H -0.076 -3.151 0.090 0.252
H 1.694 -1.331 3.071 0.269
H 0.035 -0.798 3.495 0.206
H 0.429 -2.533 3.435 0.392
H -2.763 -1.373 1.309 0.308
H -3.596 0.022 0.561 0.393
H -2.553 -1.023 -0.438 0.235
H -1.520 0.972 2.928 0.281
H -1.503 2.297 1.699 0.232
H -2.985 1.362 1.985 0.393

35
Properties=species:S:1:pos:R:3:mulliken_charge:R:1 method="wB97M-V/def2-TZVPD" fmax_ev_per_a=1.8 molar_mass_g_mol=241.4 energy_ha=-1068.251090 e_above_lowest_kcal_mol=12.5
C 3.141 2.702 -0.657 -1.360
C 3.162 1.396 0.130 -0.168
C 2.874 0.195 -0.769 -0.611
C 3.051 -1.154 -0.069 -0.884
C 2.155 -1.380 1.150 -1.159
C 0.662 -1.365 0.821 -0.854
C 0.246 -2.572 0.023 0.752
O 0.961 -3.506 -0.245 -0.635
N -1.064 -2.607 -0.424 -0.097
C -2.133 -1.776 -0.280 0.346
N -3.278 -2.080 -0.799 -0.456
N -4.224 -1.181 -0.578 -0.432
C -3.859 -0.167 0.109 0.503
C -4.721 0.982 0.473 -0.368
C -4.254 2.265 -0.215 -1.115
H -4.278 2.144 -1.296 0.324
H -3.238 2.512 0.086 0.354
H -4.906 3.090 0.056 0.341
H -5.740 0.739 0.170 0.274
H -4.699 1.120 1.557 0.265
S -2.156 -0.243 0.584 -0.147
H -1.292 -3.443 -0.955 0.274
H 0.406 -0.460 0.267 0.329
H 0.080 -1.359 1.747 0.634
H 2.356 -0.619 1.905 0.452
H 2.403 -2.353 1.577 0.414
H 4.090 -1.241 0.258 0.409
H 2.865 -1.953 -0.788 0.391
H 3.561 0.223 -1.618 0.438
H 1.864 0.282 -1.176 0.223
H 2.418 1.452 0.927 0.233
H 4.142 1.269 0.595 0.292
H 3.898 2.690 -1.438 0.335
H 2.170 2.849 -1.126 0.333
H 3.337 3.547 -0.002 0.366

40
Properties=species:S:1:pos:R:3:mulliken_charge:R:1 method="wB97M-V/def2-TZVPD" fmax_ev_per_a=7.5 molar_mass_g_mol=301.3 energy_ha=-1080.455037 e_above_lowest_kcal_mol=53.8
C 1.924 2.031 0.459 0.481
C 1.049 2.994 -0.430 0.154
C 2.461 0.908 -0.406 -1.225
C 3.370 -0.022 0.407 -0.707
C 3.428 -1.460 -0.261 0.675
C -1.155 -2.024 -0.549 -0.131
C -0.006 -1.086 -0.156 0.088
C -2.311 -1.370 -1.278 -0.830
C -3.254 -0.499 -0.446 0.531
C -4.545 -0.189 -0.750 -0.803
C -3.903 1.023 0.925 -0.509
H 0.890 2.468 2.096 0.308
H 0.488 1.032 1.495 0.398
H 2.803 2.661 0.825 0.442
H 3.027 1.387 -1.218 0.602
H 1.693 0.427 -0.887 0.361
H 4.364 0.395 0.640 0.450
H 2.868 -0.198 1.435 0.295
H 4.837 -1.774 0.957 0.111
H 4.302 -3.143 0.432 0.128
H 1.376 3.850 -2.071 0.320
H -1.020 -3.156 1.071 0.356
H -2.166 -2.156 1.217 0.283
H -0.613 -2.717 -1.218 0.498
H -1.911 -0.777 -2.146 0.282
H -2.986 -2.213 -1.758 0.328
H -5.262 -0.631 -1.414 0.424
H -3.914 1.751 1.731 0.443
H -5.853 1.206 0.145 0.200
H -1.229 0.217 0.542 0.710
N 1.232 1.643 1.670 -0.737
N 4.301 -2.247 0.421 -0.361
N -1.771 -2.817 0.581 -0.741
N -2.891 0.211 0.660 -0.424
N -4.930 0.856 0.070 -0.052
O -0.138 3.137 -0.449 -0.545
O 2.686 -1.884 -1.133 -0.531
O 1.897 3.544 -1.384 -0.454
O 1.130 -1.429 -0.271 -0.396
O -0.266 0.051 0.451 -0.422

34
Properties=species:S:1:pos:R:3:mulliken_charge:R:1 method="wB97M-V/def2-TZVPD" fmax_ev_per_a=5.0 molar_mass_g_mol=213.3 energy_ha=-710.916257 e_above_lowest_kcal_mol=39.5
C 1.261 -1.901 1.805 -0.707
C 2.350 -1.977 0.614 0.791
O 2.195 -2.757 -0.364 -0.557
O 3.487 -1.120 0.749 -0.370
C 3.666 -0.291 -0.435 -0.562
C 2.342 0.587 -0.799 -0.554
C 1.793 1.325 0.513 -0.519
C 0.290 1.877 0.405 -0.752
C -0.719 0.945 -0.421 -0.402
C -2.264 1.080 0.047 0.323
C -3.159 0.735 -1.260 -0.851
C -3.091 -0.890 -1.296 -0.356
N -3.145 -1.200 0.168 -0.322
C -2.861 -0.040 1.034 0.075
O -3.084 0.058 2.274 -0.591
H 0.473 -1.083 1.607 -0.003
H 1.823 -1.745 2.789 0.315
H 0.683 -2.884 1.868 0.317
H 3.802 -1.028 -1.317 0.312
H 4.616 0.346 -0.412 0.361
H 2.698 1.404 -1.521 0.411
H 1.617 -0.146 -1.282 0.208
H 1.879 0.720 1.474 0.291
H 2.467 2.253 0.665 0.301
H 0.244 2.970 0.039 0.395
H -0.120 1.917 1.488 0.273
H -0.703 1.335 -1.509 0.268
H -0.422 -0.154 -0.473 0.062
H -2.567 2.167 0.256 0.413
H -4.214 1.176 -1.286 0.309
H -2.753 1.039 -2.288 0.322
H -2.062 -1.277 -1.655 0.188
H -3.899 -1.407 -1.937 0.311
H -2.624 -2.035 0.459 0.303